No. 1
Entry from the Open Molecules 2025 dataset: an isolated molecule of C3ClF2N (wB97M-V/def2-TZVPD).

Cartesian coordinates (Å):
N: 0.974 2.367 0.095
C: 0.677 1.269 -0.112
C: 0.294 -0.082 -0.343
Cl: 1.083 -0.955 -1.603
C: -0.665 -0.664 0.386
F: -1.294 -0.049 1.350
F: -1.070 -1.886 0.227

Summary:
SMILES: N#CC(Cl)=C(F)F
Lowest unoccupied orbital energy: 0.4 eV
Maximum force: 0.94 eV/A
Energy above the lowest of the compared OMol25 structures with the same formula, charge and spin: 0.0 kcal per mole
HOMO level: -10.30 eV
Total charge: 0

***

No. 2
Entry from the Open Molecules 2025 dataset: a cluster of 2 separate species, C3ClF6O2S in total in a non-equilibrium geometry (wB97M-V/def2-TZVPD).

Cartesian coordinates (Å):
C: -0.311 0.408 0.141
C: 0.184 -0.248 1.405
C: -0.276 -1.414 -0.944
O: 1.850 1.988 -1.218
O: -0.421 2.931 -1.196
F: 1.341 -0.918 1.159
F: -0.674 -1.072 2.024
F: 0.360 0.695 2.354
F: -0.867 -2.402 -0.301
F: 0.995 -1.712 -1.122
F: -0.822 -1.252 -2.178
S: 0.629 2.211 -0.477
Cl: -1.988 0.785 0.354

Summary:
Lowest unoccupied orbital energy: 3.5 eV
Maximum force: 4.83 eV/A
Energy above the lowest of the compared OMol25 structures with the same formula, charge and spin: 49.7 kcal per mole
HOMO level: -4.20 eV
Total charge: -1

***

No. 3
Entry from the Open Molecules 2025 dataset: a structure of composition C3CsF9O9S3 in a non-equilibrium geometry (wB97M-V/def2-TZVPD).

Cartesian coordinates (Å):
Cs: -2.298 -0.566 0.127
C: -0.346 -0.285 4.232
F: 0.949 -0.409 3.964
F: -1.027 -1.194 3.622
F: -0.712 -0.367 5.502
S: -1.148 1.454 3.609
O: -0.101 2.447 3.954
O: -1.260 1.237 2.158
O: -2.476 1.631 4.214
C: -0.572 3.421 -3.345
F: 0.368 3.780 -4.233
F: -0.538 4.211 -2.288
F: -1.752 3.538 -3.895
S: -0.183 1.633 -2.857
O: -1.330 1.127 -2.001
O: -0.125 0.963 -4.154
O: 1.049 1.611 -2.096
C: 1.343 -3.409 -1.742
F: 2.002 -4.519 -1.806
F: 1.792 -2.558 -2.677
F: 0.071 -3.679 -1.869
S: 1.539 -2.655 0.115
O: 2.780 -1.905 0.014
O: 0.416 -1.747 0.348
O: 1.561 -3.762 1.101

Summary:
Lowest unoccupied orbital energy: 3.5 eV
Maximum force: 4.57 eV/A
Energy above the lowest of the compared OMol25 structures with the same formula, charge and spin: 50.9 kcal per mole
HOMO level: -3.71 eV
Total charge: -2